Record 1
Density functional theory data (ωB97M-V with the def2-TZVPD basis set) for a cluster of 13 separate species, C6H39NO13 in total in a non-equilibrium geometry.

Positions of all 59 atoms, in Å:
H1 -3.17 -0.44 0.66
O1 0.54 -2.79 -4.38
C1 -1.83 3.82 -1.56
O2 3.88 2.27 -0.47
H2 -1.17 3.19 0.42
H3 -2.51 3.45 -2.34
H4 -1.50 -1.77 -1.54
H5 4.26 2.52 -1.30
O3 1.97 -0.51 -2.13
H6 1.21 -4.03 1.05
H7 2.69 -0.25 -1.54
O4 -2.85 0.61 -3.06
O5 4.24 -0.62 0.01
H8 -2.82 2.85 -0.03
H9 -0.93 1.53 1.26
H10 -3.29 1.19 1.30
H11 -4.28 -1.10 -0.48
C2 -1.80 2.85 -0.41
O6 -4.29 -1.84 -1.09
H12 2.02 3.57 1.41
H13 2.09 2.10 0.99
O7 0.16 1.78 3.70
C3 -2.61 0.35 1.17
H14 -0.49 -3.11 3.11
H15 3.80 0.76 3.45
O8 0.12 -0.53 2.05
H16 3.67 -0.33 0.72
H17 4.83 -1.22 0.47
H18 0.01 -3.75 0.16
H19 0.66 -0.34 0.10
C4 -0.27 -0.39 0.65
H20 -0.91 3.98 -2.11
H21 -2.41 -0.18 2.11
H22 2.86 -0.37 3.03
H23 4.46 1.57 -0.14
O9 1.77 2.68 1.68
H24 0.89 1.83 3.06
H25 -3.33 0.45 -2.25
H26 -0.68 -2.64 4.59
H27 2.47 -1.16 -2.64
H28 0.30 -2.92 -3.46
H29 -2.20 4.82 -1.33
H30 -0.29 2.14 -2.34
H31 -0.05 0.39 -1.91
N1 -1.45 1.44 -0.74
C5 -0.21 1.42 -1.56
H32 -2.01 1.00 -2.80
C6 -1.26 0.74 0.56
O10 -1.31 -2.65 -1.87
H33 -4.40 -1.47 -1.97
H34 -0.81 -1.33 0.45
O11 0.51 -4.47 0.57
H35 -0.36 0.09 2.58
H36 -1.96 -3.26 -1.55
H37 0.69 1.51 -0.94
H38 1.08 -2.06 -4.65
O12 3.38 0.35 2.68
O13 -0.44 -3.37 4.03
H39 -0.20 2.66 3.80

Properties
Frontier orbital gap in eV: 9.0
HOMO in eV: -9.1
E in eV: -34961.546
F_max in hartree/bohr: 0.0381
Energy relative to the best compared isomer or geometry (same formula, charge and spin) in kcal/mol: 99.12
Total charge: 0
LUMO in Ha: -0.0037

=====

Record 2
Density functional theory data (ωB97M-V with the def2-TZVPD basis set) for a cluster of 14 separate species, C6H39NO14 in total in a non-equilibrium geometry.

Positions of all 60 atoms, in Å:
H1 -0.46 2.21 3.37
H2 1.77 -0.65 -0.80
H3 -2.10 -4.51 0.71
O1 0.07 1.03 -1.05
O2 3.29 0.92 2.86
O3 -1.48 0.10 4.00
O4 2.10 3.56 -1.12
O5 -1.08 -3.24 -4.08
H4 -2.80 0.68 2.17
H5 1.98 4.50 -0.89
O6 2.60 -1.67 2.49
C1 -1.48 -0.57 -0.04
H6 3.49 -0.76 1.30
H7 2.00 1.14 1.02
H8 1.15 1.77 0.02
O7 -0.35 2.00 -5.16
H9 1.52 2.99 -2.84
H10 -1.37 1.55 1.55
O8 -0.19 -2.41 2.97
H11 2.44 -0.97 3.13
N1 0.85 -1.01 -0.61
H12 -4.67 0.56 0.36
H13 2.83 3.60 -1.75
O9 -0.69 -0.55 -5.10
H14 -1.80 -3.06 0.84
H15 -1.39 -3.65 -4.88
H16 -1.13 0.22 -5.43
H17 -1.85 -1.36 -0.69
O10 1.45 1.94 0.93
H18 -0.32 -2.21 3.93
H19 0.62 2.68 2.46
H20 -2.98 2.21 1.47
H21 -2.11 0.04 3.32
H22 1.91 1.69 -3.05
C2 -3.90 0.00 -0.17
H23 -2.32 1.36 -0.76
H24 4.58 -0.46 0.02
C3 0.91 -2.27 0.14
H25 -0.61 -0.18 3.68
H26 2.66 1.60 3.21
H27 -0.75 2.41 -4.41
H28 1.81 -1.92 2.01
H29 0.24 -2.46 0.98
H30 4.12 1.30 2.50
H31 -0.40 -3.38 3.02
H32 -4.22 -0.01 -1.21
H33 -0.73 -2.34 -4.43
O11 3.70 -0.39 0.41
H34 -3.96 -1.04 0.16
C4 -2.42 1.28 1.35
H35 0.97 -3.11 -0.54
C5 -2.49 0.59 -0.02
H36 -0.10 -0.26 -4.39
H37 -1.39 -0.97 0.98
C6 -0.15 -0.07 -0.52
H38 1.90 -2.17 0.61
O12 -2.04 -3.82 1.40
O13 1.91 2.48 -3.59
H39 0.62 2.16 -5.13
O14 0.23 2.89 3.31

Properties
Frontier orbital gap in eV: 10.2
HOMO in eV: -10.1
E in eV: -37009.830
F_max in hartree/bohr: 0.0557
Energy relative to the best compared isomer or geometry (same formula, charge and spin) in kcal/mol: 86.84
Total charge: 0
LUMO in Ha: 0.0045

=====

Record 3
Density functional theory data (ωB97M-V with the def2-TZVPD basis set) for a structure of composition C6H3Cl2SSe4Tc.

Positions of all 17 atoms, in Å:
C1 0.34 -0.71 0.63
C2 0.65 -1.54 1.71
Tc1 0.11 0.64 -2.34
C3 -0.64 -0.18 3.23
C4 -0.47 0.37 0.94
H1 -1.00 0.02 4.22
Cl1 1.65 -2.92 1.47
Se1 1.09 0.51 -6.13
H2 -1.60 1.54 2.34
Se2 1.27 -0.46 -4.07
C5 -0.97 0.68 2.19
S1 0.95 -1.04 -1.00
Se3 -0.86 2.52 -3.71
Cl2 -0.91 1.47 -0.40
Se4 -0.22 2.34 -5.87
H3 0.45 -1.95 3.79
C6 0.17 -1.28 2.99

Properties
Frontier orbital gap (spin up / spin down) in eV: 4.8 / 5.1
HOMO (spin up / spin down) in eV: -11.4 / -11.9
E in eV: -305727.848
F_max in hartree/bohr: 0.0120
Energy relative to the best compared isomer or geometry (same formula, charge and spin) in kcal/mol: 0.00
Total charge: +1
<S²>: 4.1761
Multiplicity: 4
LUMO (spin up / spin down) in Ha: -0.2398 / -0.2513